Computed, not measured: C9H10NO2P in the gas phase in a non-equilibrium geometry, with wB97M-V/def2-TZVPD.

Last column: Löwdin charge in e.
Cartesian coordinates (Å):
C: 2.686 1.430 0.147  -0.06
C: 3.382 0.229 -0.081  -0.09
C: 1.284 1.550 -0.027  0.02
C: 2.619 -0.929 -0.176  -0.02
C: 0.470 0.379 -0.232  -0.21
C: 1.223 -0.878 -0.236  -0.31
C: -1.825 1.300 -0.590  -0.51
C: -3.257 0.674 -0.823  -0.02
C: -1.102 -1.801 1.461  -0.25
N: -0.853 0.305 -0.569  0.05
O: -1.562 2.502 -0.465  0.02
O: 0.509 -1.947 -0.619  -0.38
P: -0.959 -2.410 -0.317  1.15
H: 3.266 2.292 0.335  0.08
H: 4.381 0.134 -0.256  0.07
H: 0.730 2.403 0.249  0.08
H: 3.029 -1.943 -0.335  0.12
H: -3.765 1.458 -1.338  0.06
H: -3.635 0.562 0.202  0.07
H: -3.114 -0.291 -1.317  0.05
H: -0.134 -1.334 1.560  0.03
H: -1.452 -2.566 2.124  0.03
H: -1.923 -1.119 1.305  0.01

Kohn-Sham gap   0.2106 Eh
M   195.158 g mol⁻¹
Highest occupied orbital energy   -0.2794 hartree